No. 1
The following is a quantum chemistry calculation of a structure of composition C45H48Br4N2O6SSb2Si2Zr in a non-equilibrium geometry, from OMol25.

Last column: Löwdin charge in e.
Positions of all 111 atoms, in Å:
C  -4.25998  0.35262  -1.28810  -0.1548
C  1.63803  -3.91242  -0.54396  -0.3962
H  -2.52204  -3.27627  -0.59038  0.0312
N  -1.30036  0.86501  -1.49720  -0.1976
C  -1.40028  2.23085  -1.78445  -0.3119
H  4.74349  0.43330  2.10751  0.1060
C  0.35856  -1.68311  -4.97056  -0.1016
H  1.07201  3.15793  3.32822  0.0032
Si  -2.64360  -0.09170  -2.14073  0.5162
Br  -0.93066  1.25929  7.22997  0.6530
Zr  -0.00090  0.43191  0.22075  1.6338
C  0.67608  -6.35023  -1.43487  -0.0960
H  4.15339  1.83148  0.09873  0.0429
H  -1.20831  6.00176  -2.81646  0.0836
C  5.74793  -5.04146  -1.34463  -0.0940
H  -0.13565  5.71902  2.07395  0.0264
C  6.85631  -3.71355  0.29630  -0.0994
H  -1.93806  0.80758  -4.39675  0.0320
C  -2.74063  0.16557  -4.03199  -0.1799
C  3.35433  -1.14392  1.74972  -0.3353
C  6.74480  -1.10217  -2.88066  -0.0869
H  -0.71345  -1.77864  -5.09901  0.0825
C  2.58922  -1.99586  -5.77651  -0.1188
H  -4.12282  0.22284  -0.21262  -0.0073
C  -2.58456  -1.99521  -2.08861  -0.3317
C  2.24402  -0.95200  -3.59776  -0.3516
H  5.09169  -0.43293  0.62602  0.0651
H  3.25005  4.75931  0.59718  0.0140
H  -1.57807  -2.35462  -2.30502  0.0600
C  4.75513  0.14087  -2.28064  -0.3779
C  1.22103  -2.14810  -5.95372  -0.1208
H  0.29103  -7.30315  -1.77881  0.0916
C  -0.34908  0.95875  3.11884  -0.4236
C  5.47586  1.31693  -2.49034  -0.1389
H  7.73314  -3.47433  0.88691  0.0951
O  -0.37029  -1.53267  -0.49281  -0.7115
C  -0.35309  4.41090  -1.65348  -0.1042
C  -2.52986  1.16351  4.86121  -0.7600
H  4.87734  -1.99734  -2.39281  0.0702
O  0.43691  -1.70254  1.63432  -0.6055
C  6.80387  1.29139  -2.89666  -0.1070
C  -1.29321  4.96305  -2.51790  -0.1344
H  0.82967  -2.61317  -6.85160  0.0864
H  -4.59527  1.37447  -1.46486  0.0215
C  4.59596  -4.28622  -1.16639  -0.1303
H  0.96489  -7.02525  0.58477  0.0972
H  2.22520  4.40036  2.83696  0.0345
Br  1.62798  0.83626  5.10831  0.7512
H  -3.19982  2.25192  -2.96530  0.0525
C  -2.33682  4.17564  -2.95255  -0.1284
O  -1.77676  0.68068  1.31832  -0.2501
H  7.22743  -2.06237  -3.02240  0.0993
H  1.78933  -4.84748  1.38422  0.1130
C  4.27223  -0.02676  1.22615  -0.3830
C  1.78186  3.43665  2.55260  -0.1964
H  7.33484  2.22215  -3.05960  0.0919
H  4.16250  -1.31115  -4.53376  0.0708
H  5.73947  -5.85608  -2.05941  0.0966
C  5.70229  -2.95786  0.45721  -0.1289
H  2.06572  5.92478  0.00178  0.0220
C  2.31280  4.85965  0.04228  -0.1904
H  0.45644  -5.38430  -3.34287  0.1004
H  1.32442  -3.22623  -2.56202  0.0826
H  7.79141  -5.34810  -0.74340  0.0904
Br  -4.01364  1.38291  6.01903  0.6517
H  -1.14426  4.27197  2.09108  0.0319
N  0.39500  2.55678  -0.18480  -0.2248
H  3.27841  -2.33928  -6.54184  0.0863
Si  0.95517  3.82567  0.90947  0.4388
C  3.08617  -1.40674  -4.61721  -0.1401
H  -3.69075  0.61394  -4.33574  0.0248
C  3.52139  0.98008  0.37855  -0.4317
O  -3.11872  -2.57951  -0.90205  -0.1564
C  -2.37771  2.83516  -2.58348  -0.0875
Br  -4.47545  0.98870  2.72399  0.7622
C  1.53098  -4.97636  0.34088  -0.1319
S  -0.86117  -2.18781  0.91594  0.6673
C  -2.74897  1.03054  3.48019  -0.6364
C  4.54124  -3.21452  -0.27209  -0.3039
C  -1.67982  0.89690  2.60899  -0.3989
H  -3.11711  4.57714  -3.58926  0.0849
C  1.25758  -4.05701  -1.86860  -0.1267
H  2.51049  -0.74143  2.30793  0.0243
H  2.57472  2.69325  2.53815  0.0107
H  -5.04015  -0.34241  -1.61265  0.0308
H  -3.22253  -2.29701  -2.93813  0.0700
H  0.43060  5.05798  -1.29432  0.0569
Sb  2.62826  -2.11580  -0.01169  1.5764
C  5.41003  -1.06455  -2.49722  -0.1607
H  5.00593  2.28179  -2.32632  0.0898
H  5.73814  -2.16163  1.18532  0.0751
H  0.17207  -0.71996  -3.07138  0.0501
O  -0.86714  -3.65429  0.76878  -0.4511
H  2.69281  1.39573  0.96197  -0.0125
H  -1.11689  5.29864  0.65550  0.0190
C  -0.15059  1.00959  4.49232  -0.6342
H  3.73232  -4.54725  -1.76368  0.0879
O  0.59392  0.93481  2.21920  -0.2991
H  8.48718  0.04820  -3.38868  0.0895
C  -0.42327  3.09092  -1.19974  -0.3331
C  -0.50367  4.89279  1.45662  -0.1553
H  3.87023  -1.88597  2.35859  0.0569
C  6.89130  -4.75939  -0.61268  -0.1132
C  1.05940  -6.19802  -0.10788  -0.0891
Sb  2.67765  0.32397  -1.66779  1.3509
C  0.76791  -5.28075  -2.31047  -0.0786
C  7.44769  0.07618  -3.08366  -0.1113
C  0.86905  -1.08834  -3.82324  -0.1850
H  2.49307  4.52104  -0.97954  0.0183
C  -1.24297  1.12963  5.36519  -0.7580
H  -2.66702  -0.79841  -4.54273  0.0023

## Properties
- HOMO energy (eV) = -2.05
- total charge = -2
- Kohn-Sham gap (eV) = 5.8
- ΔE to the lowest compared entry with this formula, charge and spin (kcal per mole) = 43.4

=====

No. 2
The following is a quantum chemistry calculation of a structure of composition C45H48BrFI2N6O9PS3 in a non-equilibrium geometry, from OMol25.

Last column: Löwdin charge in e.
Positions of all 116 atoms, in Å:
H  -2.73719  1.62830  2.88033  0.1213
I  1.49395  5.48892  2.88853  0.8759
H  2.00685  -0.20693  6.53668  0.1071
O  -2.68759  -4.66696  -4.09147  0.0948
N  -1.70157  -0.29764  1.46367  0.0094
C  -5.10938  -9.10187  -0.35514  -0.3836
H  -0.42416  3.03853  -0.79712  0.1180
H  0.78990  1.13178  -2.12023  0.0523
N  2.74081  8.20878  -0.59581  -0.1925
H  1.59029  3.29240  -0.09017  0.0540
H  5.38954  1.12812  -3.61823  0.0886
H  5.30273  9.26581  1.78744  0.0985
N  0.05718  2.46349  2.39244  -0.1558
O  -7.43229  -6.48621  -2.52698  0.0910
H  -3.51560  -4.52437  -1.63558  0.0263
C  -6.73841  -10.23766  -1.79543  0.0307
C  5.09519  -3.38792  -6.25583  -0.3787
H  6.10598  -0.15254  -6.92311  0.1231
O  2.82323  1.90553  5.07968  -0.1288
H  3.36845  1.55622  5.86086  0.1225
H  1.68004  -3.15371  2.46089  0.0743
F  -4.65004  3.44834  2.88563  -0.1249
C  4.60915  1.05967  -2.74266  -0.0274
H  -2.01374  2.09797  4.82835  0.0679
N  4.02939  0.73159  0.00200  0.0098
H  -2.77708  4.59876  2.42375  0.1067
C  1.92490  1.03861  -1.85388  0.0133
H  2.58709  1.35962  -4.22057  0.0824
I  -0.71901  6.11769  5.35231  0.7865
C  4.97383  0.83491  -1.16101  -0.0793
H  0.50372  -1.98077  3.35011  0.0393
H  6.96634  -2.49045  -6.94295  0.1259
H  -4.38019  -5.77937  -5.71657  0.1245
H  -5.73969  -5.37380  -0.90188  0.1266
H  1.02140  -0.03342  4.16940  0.1241
C  -0.82203  4.13273  4.30887  -0.6499
C  -1.12932  3.35429  0.11629  -0.1712
H  3.42365  -0.66154  4.15516  0.0486
C  3.76713  7.09767  -0.58117  -0.1060
S  -2.21168  -2.90302  -0.07591  0.7000
C  0.45231  1.01070  4.32462  -0.1618
H  4.62746  -1.01342  2.74299  0.0648
C  1.06968  -2.13486  2.33944  -0.3171
H  1.89852  1.39757  7.63975  0.1124
P  2.28432  -0.79443  1.80977  0.9371
H  -3.82824  -12.12405  -1.42844  0.1240
H  3.09302  -3.92980  -5.56357  0.1260
C  1.47677  8.29417  -1.42436  -0.9464
C  3.22225  9.23471  0.40676  -0.0253
C  5.49031  -0.99701  -6.63739  0.0198
H  2.23266  -1.59189  -5.54373  0.1214
H  -7.69155  -10.31207  -2.30513  0.1270
H  -3.22301  -10.15720  -0.02430  0.1214
H  0.29610  0.50030  7.08299  0.0905
H  -7.08633  -8.34522  -0.90099  0.1092
H  6.13749  0.74369  -0.90732  0.1134
C  -2.60087  2.26598  1.91431  -0.0960
H  -3.81468  3.97525  0.98991  0.1411
C  -4.71354  -5.71201  -4.68790  0.0251
O  0.29558  0.24358  0.31560  -0.1926
C  3.24714  -1.83107  -5.83849  0.0208
C  0.26876  5.63820  -0.62832  -0.4955
C  -5.40634  -5.44115  -1.93055  0.0291
C  -2.12758  -1.30957  0.59535  -0.6378
Br  -1.92641  0.58097  -1.14503  0.8778
C  4.66868  8.66906  0.99782  -0.0977
C  -0.96336  0.78660  0.64784  -0.5978
C  3.65873  -0.39141  3.02188  -0.3278
C  4.10381  -0.69442  -6.23085  -0.3896
C  -4.50077  -11.28675  -1.28742  0.0243
C  -6.34085  -6.06690  -2.88676  -0.3797
C  1.49540  0.70045  0.93017  -0.4387
C  1.40055  1.77482  5.39406  -0.3253
N  4.97153  7.32816  0.35588  -0.0218
S  -0.09866  7.49371  -0.77117  0.7734
O  5.51787  -4.53584  -6.26792  0.1116
H  2.65233  10.22749  0.65642  0.1135
N  2.01778  3.09139  0.80351  0.0260
C  -6.41380  -9.18252  -1.04201  0.0148
O  -4.81390  -8.13663  0.33588  0.0854
H  -0.44346  0.62591  5.03614  0.1585
H  1.03691  2.80229  5.80475  0.1391
C  -5.80519  -11.36740  -1.97429  -0.3817
H  0.32705  -2.34233  1.42981  0.0296
O  -6.10067  -12.33264  -2.66531  0.1059
C  1.42602  2.11750  1.73671  -0.1935
C  3.70869  -3.08533  -5.84929  0.0284
S  1.41192  9.07747  -2.96889  0.6559
C  5.95186  -2.25127  -6.64818  0.0279
C  -3.39885  3.68202  2.07117  -0.1164
H  -6.60428  -6.62879  -4.98287  0.1254
H  -2.22313  3.23748  -0.36676  0.1159
C  -3.77904  -5.08626  -3.73169  -0.3807
H  -1.78498  3.33857  6.19321  0.1013
O  -0.11343  1.47171  3.19094  -0.1256
H  0.31590  5.23307  -1.73824  0.1063
O  3.68112  0.45349  -6.21876  0.0634
C  2.57480  0.81048  -0.36634  -0.1703
C  -4.17616  -10.23161  -0.53400  0.0196
H  3.81336  6.08957  -1.21684  0.1331
C  -1.92128  3.22347  5.00829  -0.1832
H  3.03954  3.25536  0.87788  0.1156
C  2.98936  1.19512  -3.13416  0.0022
H  -3.30255  1.70825  1.11676  0.1365
H  1.31549  5.44783  -0.15491  0.0109
C  -4.21320  -4.98531  -2.32417  0.0103
H  4.00485  0.74997  3.04986  0.0583
H  -1.91715  5.49341  -0.31154  0.1226
C  -5.90669  -6.16786  -4.29428  0.0281
C  1.38176  0.78674  6.75375  -0.0648
H  2.27847  2.00920  2.57181  0.1727
C  0.07977  3.76044  3.14315  -0.4933
C  -1.05654  2.31684  1.32033  -0.1928
H  -1.08998  5.42144  1.32469  0.0777
C  -0.99227  4.95789  0.23906  -0.2556
H  -2.99895  3.70319  4.81821  0.1084

## Properties
- HOMO energy (eV) = -9.62
- total charge = +1
- Kohn-Sham gap (eV) = 5.8